The molecule C4H6S3, computed with the ωB97M-V functional and the def2-TZVPD basis.

Molar mass: 150.293 g mol⁻¹
Orbital gap: 8.208 eV
Structure (SMILES): S=C1[C@H](S)C[C@H]1S
LUMO level: -0.493 eV
Relative energy (zero: lowest compared OMol25 entry of this formula, charge and spin): 256.3 kJ/mol
Energy: -1350.44946 Eh
Spin multiplicity: 1
HOMO: -8.70 eV
F_max: 6.394 eV/A

Positions of all 13 atoms, in Å:
C -0.400 -0.724 -0.757
C 0.431 0.635 -0.843
C 0.275 0.703 0.664
C -0.276 -0.654 0.751
H 1.259 -2.184 -1.768
H -1.292 -0.401 -0.925
H 1.524 0.676 -0.992
H -0.180 1.484 -1.463
H 1.252 1.010 1.160
H -0.798 1.488 2.753
S -0.228 -1.988 -1.765
S -1.077 1.752 1.285
S -0.489 -1.798 1.901

Partial atomic charges computed with the natural (NBO) method, in multiples of e:
1 C -0.535
2 C -0.391
3 C -0.442
4 C -0.037
5 H 0.128
6 H 0.246
7 H 0.232
8 H 0.223
9 H 0.255
10 H 0.172
11 S 0.103
12 S -0.024
13 S 0.071